# 1
Density functional theory data (ωB97M-V/def2-TZVPD) for an isolated molecule of C5H11NO in a non-equilibrium geometry.

Each line ends with the Mulliken charge.
CARTESIAN COORDINATES (ANGSTROEM)
C1 2.31 -0.06 -0.39  -1.133
C2 0.98 -0.54 -1.02  -0.449
C3 -0.20 0.36 -0.63  -1.159
C4 -0.86 0.07 0.72  0.490
N1 -1.74 -1.07 0.68  -0.568
C5 -1.68 1.30 1.16  -0.258
O1 -2.08 1.41 2.29  -0.451
H1 2.88 -0.93 -0.08  0.320
H2 2.86 0.53 -1.10  0.311
H3 2.13 0.53 0.51  0.333
H4 0.79 -1.57 -0.69  0.234
H5 1.01 -0.59 -2.11  0.343
H6 0.14 1.40 -0.69  0.377
H7 -0.97 0.32 -1.40  0.542
H8 -0.08 -0.06 1.47  0.269
H9 -2.14 -1.26 -0.23  0.228
H10 -1.42 -1.92 1.12  0.228
H11 -1.92 2.08 0.40  0.344

The energy relative to the best compared isomer or geometry (same formula, charge and spin) is 135.2 kJ/mol. Its spin multiplicity is 1.

# 2
Density functional theory data (ωB97M-V/def2-TZVPD) for a 5-piece molecular cluster, C27H38F12I2N2O11 overall in a non-equilibrium geometry.

Each line ends with the Mulliken charge.
CARTESIAN COORDINATES (ANGSTROEM)
C1 2.73 0.92 5.04  -0.896
C2 2.58 1.56 3.50  -0.384
N1 2.41 3.09 3.56  -0.003
C3 2.11 3.62 2.17  -0.726
O1 1.17 2.91 1.29  -0.342
C4 1.17 3.72 0.05  0.415
O2 0.98 3.39 -1.23  -0.556
O3 1.44 5.11 0.48  -0.363
C5 1.81 5.21 1.93  1.994
C6 0.46 5.90 2.55  -0.829
C7 -0.16 5.17 3.88  -0.476
C8 -0.99 3.78 3.57  0.437
N2 -2.30 3.69 4.34  -0.731
C9 3.20 6.10 1.82  -1.275
I1 3.99 6.60 -0.21  0.049
C10 4.01 6.57 2.98  0.081
C11 5.39 7.40 2.70  -0.995
I2 3.42 6.19 5.05  0.031
H1 1.61 0.75 5.40  0.239
H2 3.26 -0.14 5.02  0.255
H3 3.24 1.68 5.78  0.267
H4 1.62 1.03 3.04  0.193
H5 3.51 1.32 2.82  0.375
H6 3.41 3.41 3.75  0.345
H7 3.17 3.49 1.63  0.489
H8 -0.36 6.04 1.73  0.322
H9 0.77 7.00 2.89  0.302
H10 0.61 4.96 4.74  0.027
H11 -0.96 5.92 4.34  0.432
H12 -1.13 3.61 2.39  -0.054
H13 -0.31 2.89 3.97  -0.101
H14 -2.33 4.39 5.13  0.262
H15 -2.27 2.76 4.85  0.293
H16 6.11 6.76 2.00  0.296
H17 5.88 7.61 3.75  0.305
H18 5.13 8.37 2.09  0.307
C12 3.04 -1.80 -1.48  -1.298
C13 2.26 -1.60 -0.19  0.398
O4 2.50 -2.69 0.71  -0.257
C14 3.64 -2.62 1.47  0.350
O5 4.44 -1.69 1.40  -0.520
C15 3.74 -3.81 2.41  0.827
F1 3.43 -4.99 1.81  -0.240
F2 2.89 -3.70 3.47  -0.241
F3 4.99 -3.97 2.94  -0.243
H19 2.80 -2.77 -1.92  0.303
H20 2.80 -1.01 -2.20  0.394
H21 4.12 -1.79 -1.30  0.366
H22 1.19 -1.59 -0.41  0.128
H23 2.50 -0.64 0.28  0.134
C16 -3.25 -4.07 2.79  -1.092
C17 -3.67 -2.84 2.00  -0.229
O6 -2.70 -2.53 1.00  -0.253
C18 -2.79 -3.24 -0.18  0.295
O7 -3.64 -4.09 -0.39  -0.528
C19 -1.73 -2.77 -1.17  0.924
F4 -0.50 -2.61 -0.59  -0.304
F5 -2.04 -1.57 -1.73  -0.283
F6 -1.55 -3.64 -2.21  -0.263
H24 -2.25 -3.93 3.20  0.280
H25 -3.95 -4.26 3.61  0.382
H26 -3.21 -4.95 2.15  0.303
H27 -3.73 -1.98 2.67  0.332
H28 -4.67 -2.97 1.56  0.322
C20 -2.35 -5.23 -4.35  -0.913
C21 -1.08 -6.02 -4.62  -0.261
O8 -1.31 -7.43 -4.41  -0.328
C22 -1.89 -8.11 -5.44  0.378
O9 -2.21 -7.60 -6.51  -0.513
C23 -2.03 -9.59 -5.10  0.848
F7 -2.50 -9.80 -3.83  -0.239
F8 -0.84 -10.25 -5.17  -0.244
F9 -2.88 -10.26 -5.92  -0.239
H29 -2.73 -5.45 -3.34  0.253
H30 -2.16 -4.16 -4.44  0.253
H31 -3.14 -5.50 -5.05  0.407
H32 -0.30 -5.72 -3.92  0.321
H33 -0.70 -5.84 -5.64  0.300
C24 -1.59 3.25 -3.51  -1.006
C25 -2.29 3.12 -4.85  -0.320
O10 -2.83 1.80 -5.00  -0.291
C26 -4.05 1.58 -4.41  0.360
O11 -4.67 2.43 -3.78  -0.516
C27 -4.53 0.15 -4.69  0.879
F10 -3.55 -0.78 -4.53  -0.238
F11 -4.99 0.01 -5.97  -0.260
F12 -5.55 -0.24 -3.88  -0.248
H34 -0.83 2.47 -3.39  0.303
H35 -1.10 4.23 -3.42  0.394
H36 -2.30 3.14 -2.68  0.310
H37 -1.57 3.26 -5.66  0.325
H38 -3.07 3.88 -4.98  0.317

Its spin multiplicity is 1.

# 3
Density functional theory data (ωB97M-V/def2-TZVPD) for an isolated molecule of C3H8FNO in a non-equilibrium geometry.

Each line ends with the Mulliken charge.
CARTESIAN COORDINATES (ANGSTROEM)
N1 -2.42 0.17 -0.19  -0.553
C1 -1.31 -0.74 0.13  -0.541
C2 0.01 -0.11 -0.29  0.273
F1 0.13 1.25 0.25  -0.403
C3 1.33 -0.79 0.15  -0.406
O1 2.36 0.11 -0.15  -0.523
H1 -3.33 -0.15 0.01  0.197
H2 -2.19 1.03 0.23  0.204
H3 -1.19 -1.00 1.26  0.279
H4 -1.39 -1.65 -0.41  0.342
H5 -0.02 0.09 -1.41  0.215
H6 1.29 -1.15 1.19  0.280
H7 1.42 -1.71 -0.40  0.290
H8 2.11 1.04 -0.13  0.346

The energy relative to the best compared isomer or geometry (same formula, charge and spin) is 108.7 kJ/mol. Its spin multiplicity is 1.

# 4
Density functional theory data (ωB97M-V/def2-TZVPD) for C40H41N11OP3Se2Zr as an isolated structure in a non-equilibrium geometry.

Each line ends with the Mulliken charge.
CARTESIAN COORDINATES (ANGSTROEM)
Zr1 -1.35 2.06 1.36  1.336
C1 -1.26 4.23 6.50  -0.762
N1 -1.76 4.06 5.14  0.138
C2 -2.78 4.77 4.57  -0.675
C3 -2.91 4.31 3.29  -0.476
N2 -1.97 3.32 3.08  0.564
C4 -1.29 3.19 4.22  -0.432
P1 0.10 2.02 4.52  -0.188
C5 1.06 2.55 3.03  -0.119
N3 0.54 2.89 1.83  0.322
C6 1.59 3.31 1.05  -0.681
C7 2.72 3.27 1.79  -0.531
N4 2.37 2.81 3.03  0.296
C8 3.32 2.51 4.10  -0.711
C9 -0.84 0.57 3.87  -0.043
N5 -1.75 0.61 2.88  0.230
C10 -2.30 -0.65 2.79  -0.660
C11 -1.73 -1.43 3.75  -0.564
N6 -0.83 -0.66 4.42  0.353
C12 0.05 -1.13 5.48  -0.729
H1 -1.74 5.09 6.96  0.337
H2 -0.18 4.40 6.49  0.334
H3 -1.48 3.35 7.10  0.334
H4 -3.33 5.52 5.10  0.488
H5 -3.60 4.62 2.52  0.553
H6 1.45 3.64 0.03  0.579
H7 3.74 3.53 1.54  0.542
H8 4.24 3.06 3.93  0.353
H9 3.54 1.44 4.10  0.294
H10 2.91 2.79 5.07  0.336
H11 -3.07 -0.89 2.08  0.595
H12 -1.90 -2.46 4.01  0.540
H13 -0.34 -2.07 5.87  0.353
H14 0.12 -0.41 6.28  0.348
H15 1.05 -1.31 5.07  0.294
Se1 0.03 0.97 -4.06  -0.255
P2 -0.32 -0.98 -3.33  0.473
C13 -1.86 -1.76 -3.84  0.531
C14 -2.26 -1.56 -5.16  -0.720
C15 -3.43 -2.14 -5.62  -0.774
C16 -4.20 -2.91 -4.76  -0.575
C17 -3.79 -3.13 -3.45  -0.811
C18 -2.62 -2.56 -2.99  0.087
C19 1.00 -2.16 -3.67  0.805
C20 0.69 -3.52 -3.80  -0.366
C21 1.65 -4.40 -4.26  -0.751
C22 2.92 -3.94 -4.57  -0.656
C23 3.23 -2.59 -4.44  -0.800
C24 2.27 -1.70 -4.00  -0.418
C25 -0.60 -0.62 -1.55  0.274
C26 0.28 -0.34 -0.47  -0.940
N7 -0.42 0.45 0.36  0.943
N8 -1.65 0.60 -0.18  -0.532
N9 -1.77 -0.04 -1.29  -0.640
P3 1.84 -1.05 0.18  0.384
Se2 1.96 -0.44 2.22  0.027
C27 1.61 -2.84 0.05  0.717
C28 2.64 -3.70 -0.32  -0.433
C29 2.43 -5.07 -0.27  -0.827
C30 1.21 -5.58 0.13  -0.710
C31 0.18 -4.72 0.49  -0.827
C32 0.38 -3.35 0.47  -0.205
C33 3.20 -0.40 -0.79  0.882
C34 4.48 -0.91 -0.57  -0.699
C35 5.55 -0.42 -1.31  -0.959
C36 5.34 0.59 -2.23  -0.617
C37 4.08 1.13 -2.41  -0.816
C38 3.00 0.64 -1.69  -0.259
H16 -1.65 -0.95 -5.82  0.451
H17 -3.75 -1.98 -6.64  0.453
H18 -5.13 -3.35 -5.12  0.436
H19 -4.39 -3.74 -2.79  0.448
H20 -2.29 -2.74 -1.97  0.379
H21 -0.31 -3.87 -3.59  0.431
H22 1.40 -5.44 -4.39  0.462
H23 3.67 -4.63 -4.95  0.455
H24 4.22 -2.24 -4.71  0.486
H25 2.48 -0.64 -3.98  0.395
H26 3.59 -3.32 -0.66  0.449
H27 3.24 -5.73 -0.54  0.475
H28 1.05 -6.65 0.16  0.447
H29 -0.78 -5.12 0.80  0.486
H30 -0.41 -2.68 0.79  0.224
H31 4.65 -1.66 0.19  0.633
H32 6.54 -0.84 -1.16  0.493
H33 6.17 0.97 -2.81  0.473
H34 3.92 1.93 -3.13  0.509
H35 2.01 1.05 -1.84  0.510
C39 -4.73 2.71 -2.55  -1.141
N10 -3.65 2.56 -1.58  0.234
C40 -3.23 3.53 -0.78  0.660
N11 -3.77 4.74 -0.86  -0.339
O1 -2.30 3.32 0.10  -0.765
H36 -4.97 1.72 -2.94  0.327
H37 -4.45 3.34 -3.38  0.382
H38 -5.63 3.11 -2.07  0.437
H39 -3.13 1.69 -1.59  0.169
H40 -4.40 4.99 -1.60  0.203
H41 -3.40 5.48 -0.28  0.255

The total charge is +3. The energy relative to the best compared isomer or geometry (same formula, charge and spin) is 85.4 kJ/mol. Its spin multiplicity is 1.

# 5
Density functional theory data (ωB97M-V/def2-TZVPD) for an isolated molecule of C2H4OS2 in a non-equilibrium geometry.

Each line ends with the Mulliken charge.
CARTESIAN COORDINATES (ANGSTROEM)
C1 1.73 -0.19 -0.30  -0.597
C2 0.50 -0.26 -0.63  -0.172
S1 -1.00 -0.37 0.39  0.534
O1 -1.69 -1.52 -0.08  -0.498
S2 -1.81 1.52 0.07  -0.180
H1 2.42 -0.27 -1.06  0.278
H2 2.23 -0.09 0.69  0.219
H3 -1.65 -0.59 1.61  0.183
H4 -0.74 1.77 -0.69  0.233

The energy relative to the best compared isomer or geometry (same formula, charge and spin) is 511.1 kJ/mol. Its spin multiplicity is 1.

# 6
Density functional theory data (ωB97M-V/def2-TZVPD) for a 5-piece molecular cluster, C3H12O4 overall in a non-equilibrium geometry.

Each line ends with the Mulliken charge.
CARTESIAN COORDINATES (ANGSTROEM)
C1 -1.77 -0.93 -1.31  -0.626
C2 -2.02 -0.34 0.06  -0.172
C3 -1.00 0.39 0.71  0.426
O1 -1.07 1.03 1.76  -0.425
H1 -0.75 -0.61 -1.54  0.060
H2 -2.47 -0.50 -2.03  0.378
H3 -1.84 -2.02 -1.21  0.333
H4 -2.89 -0.55 0.69  0.409
H5 -0.04 0.39 0.15  0.264
H6 1.54 2.06 1.00  0.128
H7 1.39 -0.23 1.42  0.434
H8 0.24 0.11 2.35  0.390
O2 0.95 -0.53 2.23  -0.678
H9 2.85 -0.98 -0.13  0.236
H10 1.17 2.20 0.37  -0.086
O3 2.62 -0.07 0.05  -0.887
H11 1.61 0.22 -0.88  0.363
H12 0.82 0.25 -2.33  0.221
O4 0.66 0.12 -1.39  -0.768

The energy relative to the best compared isomer or geometry (same formula, charge and spin) is 756.2 kJ/mol. Its spin multiplicity is 1.

Orbital gap (computed, eV): 9.922 8.352 10.596 5.554 8.962 3.856
Electronic energy (computed, Eh): -327.079851 -3782.321074 -348.938374 -8099.796458 -950.014014 -422.173443
LUMO level (computed, eV): 0.9 -0.8 1.0 -8.7 -0.2 -4.8